1.
Formula: C3H3IO2
Source: the Open Molecules 2025 dataset
Level of theory: ωB97M-V with the def2-TZVPD basis set

Computed properties:
frontier orbital gap	8.3	eV
HOMO level	-8.702	eV

Last column: Löwdin charge in e.
CARTESIAN COORDINATES (ANGSTROEM)
C -1.1258 -0.0259 1.7608  -0.37
C 1.4547 -0.7267 -1.3150  -0.13
C -1.1766 0.4924 0.5497  -0.57
O -1.1536 -0.4443 2.8547  0.15
O 0.3599 -0.2847 -1.5969  -0.04
I -1.0650 2.6411 0.6707  0.77
H 2.0214 -1.6034 -1.8280  0.10
H 2.2337 -0.2087 -0.7118  0.08
H -1.5489 0.1602 -0.3843  0.01


2.
Formula: C3H3IS
Source: the Open Molecules 2025 dataset
Level of theory: ωB97M-V with the def2-TZVPD basis set

Computed properties:
frontier orbital gap	8.0	eV
structure (SMILES)	C#CC=S.I
HOMO level	-9.159	eV

Last column: Löwdin charge in e.
CARTESIAN COORDINATES (ANGSTROEM)
C -2.8586 0.0353 -0.5539  0.19
C -1.7254 -0.2818 -0.2294  -0.25
C -0.3753 -0.4902 -0.1732  -0.73
S 0.4846 0.3850 0.8224  0.74
H -3.7602 0.3914 -0.6784  -0.01
H 0.1518 -1.3430 -0.7677  0.10
I 4.7933 0.2673 0.9034  0.29
H 3.2898 1.0359 0.6767  -0.33


3.
Formula: C3H3Li2NdO3
Source: the Open Molecules 2025 dataset
Level of theory: ωB97M-V with the def2-TZVPD basis set

Computed properties:
spin multiplicity	4
<S²>	3.776
frontier orbital gap (spin up / spin down)	6.5 / 6.8	eV
total charge	+2
HOMO level (spin up / spin down)	-14.630 / -15.006	eV

Last column: Löwdin charge in e.
CARTESIAN COORDINATES (ANGSTROEM)
O 0.0079 -0.0892 0.3926  -0.23
C -1.2583 0.4522 0.3887  -0.33
C 1.1130 0.7579 0.4088  -0.22
O -2.0602 -0.4996 0.2232  -0.38
C 1.9629 0.8368 -0.6104  0.13
Li -3.9243 -0.4189 -0.0201  0.88
H 1.2195 1.2566 1.3710  0.13
H 2.8194 1.5043 -0.5241  0.10
H 1.7773 0.3540 -1.5723  0.10
Li -1.1886 2.5910 0.6044  0.82
Nd -0.8181 -2.6250 0.1426  1.77
O 0.3495 -4.1203 -0.8045  -0.77